Density functional theory data (wB97M-V/def2-TZVPD) for an isolated molecule of C6H13NOS at a distorted geometry.

Positions of all 22 atoms, in Å:
1 C 0.74993 0.53113 0.86015
2 C 1.95656 -0.31915 1.06608
3 C 3.18248 0.49647 1.26959
4 C -2.99341 1.43246 -0.96463
5 C -1.71886 -1.36889 -1.49308
6 C 1.86451 -1.63739 1.10485
7 N -1.62514 1.38516 -1.42911
8 O -0.30793 -0.13063 0.18082
9 S -0.74009 0.18234 -1.54551
10 H 1.12977 1.41492 0.27237
11 H 0.21970 0.68753 1.82087
12 H 3.16135 1.47165 0.67457
13 H 3.28116 0.73898 2.34720
14 H 4.12603 -0.03011 0.81770
15 H -3.67814 0.81024 -1.53499
16 H -3.36262 2.57878 -0.95641
17 H -2.95203 1.12517 0.01796
18 H -2.74823 -1.20738 -1.83322
19 H -1.50509 -2.08341 -2.22151
20 H -1.58837 -1.57486 -0.44925
21 H 2.58264 -2.43412 1.29518
22 H 0.96578 -2.06887 0.70036

Output
Frontier orbital gap, eV: 9.5
Total charge: 0
ΔE to the lowest compared entry with this formula, charge and spin, kcal per mole: 112.8
Multiplicity: 1

Results of the Mulliken charge analysis, in e, for atoms 1 through 8:
1. C -0.43
2. C 0.73
3. C -1.17
4. C -0.71
5. C -0.82
6. C -0.84
7. N -0.30
8. O -0.39